{
  "formula": "C17H19ClN4O4S",
  "method": "ωB97M-V/def2-TZVPD",
  "lumo_ev": 0.6,
  "smiles": "O=C(CSc1nnc(COc2ccccc2Cl)o1)NC(=O)NC1CCCC1",
  "max_force_ev_per_a": 1.5,
  "homo_lumo_gap_ev": 9.62,
  "species": ["O", "C", "C", "S", "C", "N", "N", "C", "C", "O", "C", "C", "C", "C", "C", "C", "Cl", "O", "N", "C", "O", "N", "C", "C", "C", "C", "C", "H", "H", "H", "H", "H", "H", "H", "H", "H", "H", "H", "H", "H", "H", "H", "H", "H", "H", "H"],
  "positions_angstrom": [[3.9947, -0.2672, -0.0917], [3.0291, -0.7102, -0.6807], [3.0450, -0.8755, -2.1942], [2.3829, 0.6360, -2.9828], [0.7043, 0.2937, -2.8251], [0.1534, -0.8056, -2.3937], [-1.1775, -0.6115, -2.4551], [-1.3751, 0.5786, -2.9122], [-2.6778, 1.2920, -3.0060], [-3.0031, 1.8653, -1.7534], [-3.2175, 0.9389, -0.7467], [-4.4492, 0.3105, -0.6229], [-4.6695, -0.6039, 0.3905], [-3.6524, -0.9141, 1.2770], [-2.4188, -0.2977, 1.1696], [-2.2089, 0.6300, 0.1642], [-0.6770, 1.4189, 0.0407], [-0.2064, 1.2128, -3.1843], [1.8706, -1.0872, -0.0950], [1.5081, -1.0184, 1.2846], [0.4362, -1.4700, 1.6138], [2.4188, -0.4395, 2.0721], [2.2516, -0.2490, 3.5016], [0.9685, 0.5352, 3.8624], [0.1098, -0.4325, 4.6770], [1.1398, -1.3092, 5.3814], [2.1522, -1.5807, 4.2730], [4.0769, -0.9471, -2.5354], [2.4506, -1.7190, -2.5375], [-3.4509, 0.5828, -3.3278], [-2.6000, 2.1259, -3.7055], [-5.2287, 0.5567, -1.3282], [-5.6334, -1.0813, 0.4791], [-3.8139, -1.6421, 2.0565], [-1.6080, -0.5588, 1.8302], [1.1093, -1.4136, -0.6906], [3.2871, -0.1507, 1.6347], [3.1329, 0.3095, 3.8249], [0.4584, 0.8815, 2.9658], [1.2288, 1.4076, 4.4623], [-0.5559, 0.0833, 5.3672], [-0.4845, -1.0501, 4.0044], [1.6105, -0.7576, 6.1976], [0.7103, -2.2253, 5.7831], [1.7581, -2.3450, 3.6038], [3.1202, -1.9093, 4.6480]]
}

---

{
  "formula": "C15H12FN2",
  "method": "ωB97M-V/def2-TZVPD",
  "lumo_ev": 2.9,
  "charge": -1,
  "max_force_ev_per_a": 0.9,
  "homo_lumo_gap_ev": 6.07,
  "species": ["C", "C", "C", "C", "C", "C", "C", "C", "C", "C", "N", "C", "C", "N", "C", "C", "C", "H", "H", "H", "H", "H", "H", "H", "H", "H", "H", "H", "H", "F"],
  "positions_angstrom": [[-1.8222, -0.3860, -3.6111], [-0.4955, -0.7374, -3.3790], [-0.1217, -1.1925, -2.1185], [-1.0644, -1.2951, -1.0967], [-0.6369, -1.7503, 0.2882], [-0.3003, -0.5477, 1.1491], [-1.2673, -0.0221, 1.9704], [-0.9821, 1.1009, 2.7806], [0.2656, 1.6576, 2.7646], [1.2811, 1.1244, 1.9411], [2.5101, 1.7032, 1.9966], [3.3827, 1.1880, 1.1835], [3.0954, 0.1054, 0.3316], [1.9451, -0.5135, 0.2831], [1.0037, 0.0226, 1.1118], [-2.3983, -0.9608, -1.3360], [-2.7647, -0.5081, -2.5998], [-2.1229, -0.0106, -4.5786], [0.2525, -0.6613, -4.1536], [0.9001, -1.4538, -1.8964], [0.2123, -2.4235, 0.2188], [-1.4525, -2.2978, 0.7561], [-2.2537, -0.4633, 1.9825], [-1.7485, 1.5323, 3.4089], [0.5204, 2.5116, 3.3717], [4.3731, 1.6225, 1.1665], [3.8871, -0.2650, -0.3102], [-3.1307, -1.0369, -0.5473], [-3.8002, -0.2518, -2.7784], [2.7328, 4.2088, 1.7006]]
}

---

{
  "formula": "C6H8N2O",
  "method": "ωB97M-V/def2-TZVPD",
  "lumo_ev": 0.9,
  "smiles": "Cc1cnn2c1OCC2",
  "max_force_ev_per_a": 4.7,
  "homo_lumo_gap_ev": 9.19,
  "species": ["C", "C", "C", "N", "N", "C", "O", "C", "C", "H", "H", "H", "H", "H", "H", "H", "H"],
  "positions_angstrom": [[1.9875, 1.5910, -0.5204], [1.0487, 0.7791, 0.2246], [0.9701, 0.4952, 1.6236], [-0.0062, -0.3007, 1.8680], [-0.5035, -0.6922, 0.7345], [0.0589, -0.0073, -0.2625], [-0.4150, -0.3877, -1.4865], [-1.6363, -1.0994, -1.1729], [-1.8068, -1.2875, 0.3443], [2.2912, 1.2742, -1.4524], [1.7054, 2.6783, -0.7697], [2.8293, 1.7300, 0.2317], [1.7252, 0.7412, 2.3645], [-1.6763, -2.0559, -1.6381], [-2.3296, -0.4824, -1.7258], [-2.4508, -0.6436, 0.9716], [-1.7918, -2.3322, 0.6655]]
}

---

{
  "formula": "C3H9NO2",
  "method": "ωB97M-V/def2-TZVPD",
  "lumo_ev": 0.8,
  "smiles": "OCCNCO",
  "max_force_ev_per_a": 4.2,
  "homo_lumo_gap_ev": 10.54,
  "species": ["O", "C", "C", "N", "C", "O", "H", "H", "H", "H", "H", "H", "H", "H", "H"],
  "positions_angstrom": [[-2.4421, 1.1691, -0.9954], [-1.0553, 1.3165, -0.5650], [-0.5330, 0.0007, 0.0571], [0.8830, 0.0198, 0.2416], [1.4301, -1.3027, 0.7203], [2.1344, -2.2172, -0.2451], [-2.8525, 2.0625, -1.2448], [-1.1602, 2.1023, 0.2196], [-0.4629, 1.6963, -1.3071], [-0.8474, -0.7727, -0.6390], [-1.1079, -0.1355, 1.0728], [1.1689, 0.7804, 0.8759], [0.7142, -2.0211, 1.2480], [2.0342, -1.0857, 1.5768], [2.0964, -1.6127, -1.0157]]
}

---

{
  "formula": "C5H13CdO2",
  "method": "ωB97M-V/def2-TZVPD",
  "lumo_ev": -4.1,
  "charge": 1,
  "max_force_ev_per_a": 5.4,
  "homo_lumo_gap_ev": 8.65,
  "species": ["H", "C", "C", "H", "H", "H", "H", "O", "C", "C", "O", "C", "H", "H", "H", "H", "H", "H", "H", "H", "Cd"],
  "positions_angstrom": [[2.9228, -0.4638, 1.6749], [2.3826, 0.4451, 1.9755], [0.8983, 0.1750, 2.1216], [2.5788, 1.2995, 1.3119], [2.7776, 0.7317, 2.9621], [0.4841, 1.0930, 2.5749], [0.3266, -0.4663, 2.7994], [0.1891, -0.0560, 0.6534], [-0.2395, 1.0397, -0.1352], [-0.5812, 0.5203, -1.5135], [-1.3945, -0.6477, -1.3525], [-2.0117, -1.1020, -2.5549], [0.5694, 1.7793, -0.2150], [-1.1265, 1.4857, 0.3425], [0.3234, 0.2445, -2.0765], [-1.1375, 1.2833, -2.0749], [-2.5873, -2.0011, -2.3115], [-2.6846, -0.3229, -2.9351], [-1.2452, -1.3359, -3.3066], [0.3199, -1.9614, 1.8382], [-0.7646, -1.7400, 0.2212]]
}

---

{
  "formula": "C7H15NO3",
  "method": "ωB97M-V/def2-TZVPD",
  "lumo_ev": [-0.8, -2.7],
  "max_force_ev_per_a": 4.9,
  "homo_lumo_gap_ev": [8.40, 4.03],
  "species": ["C", "C", "C", "C", "C", "C", "C", "O", "O", "N", "O", "H", "H", "H", "H", "H", "H", "H", "H", "H", "H", "H", "H", "H", "H", "H"],
  "positions_angstrom": [[-0.8071, -3.1700, 0.2086], [-0.5232, -1.7489, 0.5861], [-0.4348, -0.8154, -0.6290], [-0.2495, 0.6124, -0.2697], [0.3335, 1.4044, -1.4416], [-1.3694, 1.3883, 0.7438], [-0.8334, 2.8111, 1.0377], [0.0809, 0.6858, 1.0179], [3.5544, -0.8809, -1.2468], [3.9052, -0.4239, -0.1213], [5.0508, -0.3542, 0.3792], [-0.9069, -3.7788, 1.1134], [-1.7507, -3.2552, -0.3559], [-0.0048, -3.6158, -0.4032], [-1.3010, -1.3697, 1.2472], [0.4459, -1.6532, 1.0959], [0.4484, -1.1028, -1.1905], [-1.2701, -0.8875, -1.2806], [-0.4551, 1.5447, -2.1819], [0.8150, 2.3504, -1.2583], [1.0730, 0.7574, -1.9362], [-2.1975, 1.3770, 0.0001], [-1.8714, 0.8382, 1.5566], [-1.3676, 3.4393, 1.7497], [0.1310, 2.5619, 1.4725], [-0.4958, 3.2853, 0.1060]]
}

---

{
  "formula": "C12H21ClFN2O4",
  "method": "ωB97M-V/def2-TZVPD",
  "s2": 0.75,
  "lumo_ev": [0.4, 0.1],
  "multiplicity": 2,
  "max_force_ev_per_a": 0.9,
  "homo_lumo_gap_ev": [9.13, 9.92],
  "species": ["C", "C", "C", "C", "C", "N", "Cl", "C", "C", "C", "C", "N", "O", "H", "H", "H", "H", "H", "H", "H", "H", "H", "H", "H", "H", "H", "H", "H", "H", "H", "H", "C", "C", "O", "C", "O", "O", "F", "H", "H", "H"],
  "positions_angstrom": [[0.4547, -1.7900, 2.1420], [0.4556, -2.1850, 0.6706], [1.4808, -3.3180, 0.4816], [0.8159, -1.0118, -0.2397], [-0.2517, 0.0993, -0.2784], [0.3172, 1.2731, 0.4041], [-0.4843, 0.6121, -1.9919], [-1.6305, -0.2769, 0.3164], [-2.0386, -1.7747, 0.4224], [-3.1058, -2.0909, -0.6311], [-2.6571, -2.0385, 1.8018], [-0.8730, -2.6741, 0.1830], [-0.7909, -3.1082, -1.0165], [0.1045, -2.6079, 2.7687], [1.4794, -1.5491, 2.4256], [-0.1487, -0.9092, 2.3556], [2.4221, -2.9184, 0.1087], [1.6842, -3.8193, 1.4280], [1.1135, -4.0579, -0.2208], [1.7367, -0.5532, 0.1275], [1.0331, -1.3897, -1.2343], [0.6715, 0.9495, 1.2985], [-0.4403, 1.9067, 0.6432], [-1.7097, 0.1905, 1.2976], [-2.3924, 0.1988, -0.3001], [-2.8630, -1.6570, -1.5963], [-3.2674, -3.1611, -0.7190], [-4.0421, -1.6421, -0.2937], [-2.8731, -3.0984, 1.9260], [-3.5858, -1.4738, 1.8776], [-2.0235, -1.7014, 2.6174], [2.8845, 3.9020, -1.6730], [1.5779, 4.2173, -0.9803], [1.3201, 5.5429, -1.4086], [1.9299, 5.7219, -2.6150], [1.7287, 6.6265, -3.3470], [2.7943, 4.7055, -2.8533], [1.6937, 4.2061, 0.3715], [3.7316, 4.2331, -1.0703], [2.9977, 2.8527, -1.9289], [0.7504, 3.5687, -1.2698]]
}

---

{
  "formula": "C4H11NO2S",
  "method": "ωB97M-V/def2-TZVPD",
  "lumo_ev": 5.9,
  "charge": -2,
  "max_force_ev_per_a": 7.0,
  "homo_lumo_gap_ev": 5.53,
  "species": ["C", "C", "C", "S", "N", "C", "O", "H", "H", "H", "H", "H", "H", "H", "H", "H", "H", "H", "O"],
  "positions_angstrom": [[-0.1554, 0.8265, -1.2692], [0.2679, 0.0028, -0.1027], [0.9829, 0.8628, 0.9784], [-0.0154, 2.4482, 1.4262], [1.1980, -1.1015, -0.4199], [0.5573, -2.3408, -1.0545], [1.6197, -2.9712, -1.6292], [-0.7141, 0.4109, -1.9550], [0.8195, 1.2454, -1.9178], [-0.5971, 1.7786, -0.9817], [-0.6084, -0.4208, 0.4305], [1.0222, 0.3681, 1.9246], [1.9253, 1.3676, 0.7877], [2.0354, -0.9045, -0.9376], [-0.0015, -2.8491, -0.3768], [-0.1260, -2.1173, -1.9980], [-2.9240, 1.9000, 2.5302], [-2.2495, 0.5583, 2.0224], [-3.0368, 0.9358, 2.5423]]
}

---

{
  "formula": "C5H14S",
  "method": "ωB97M-V/def2-TZVPD",
  "lumo_ev": 1.0,
  "smiles": "CCC.CCS",
  "max_force_ev_per_a": 1.5,
  "homo_lumo_gap_ev": 10.06,
  "species": ["C", "C", "C", "H", "H", "H", "H", "H", "H", "H", "H", "C", "C", "S", "H", "H", "H", "H", "H", "H"],
  "positions_angstrom": [[0.5987, -1.4093, 1.2352], [1.3670, -1.8039, 2.4891], [2.3756, -0.7135, 2.8674], [1.2833, -1.2521, 0.3848], [-0.0864, -2.1303, 0.7830], [0.0732, -0.4574, 1.2822], [0.6851, -2.0165, 3.3119], [1.9360, -2.6913, 2.2230], [2.8905, -0.9827, 3.7919], [1.9102, 0.2583, 3.0447], [3.1180, -0.5716, 2.0819], [-2.6476, 1.6146, -3.1888], [-1.1836, 1.6273, -2.7719], [-0.7511, 0.4693, -1.3744], [-3.2864, 1.8702, -2.3443], [-2.7988, 2.3255, -3.9969], [-2.9942, 0.6504, -3.5618], [-0.9201, 2.6324, -2.4426], [-0.4205, 1.3980, -3.5112], [-1.1488, 1.1826, -0.3032]]
}

---

{
  "formula": "C4H3N3S",
  "method": "ωB97M-V/def2-TZVPD",
  "lumo_ev": -0.8,
  "smiles": "S=c1ncccnn1",
  "max_force_ev_per_a": 4.6,
  "homo_lumo_gap_ev": 7.99,
  "species": ["S", "C", "N", "C", "C", "C", "N", "N", "H", "H", "H"],
  "positions_angstrom": [[-2.2345, -0.1937, -0.4909], [-0.7962, -0.1493, 0.3184], [0.1179, -1.0301, 0.7993], [1.2835, -1.3797, 0.3269], [1.9596, -0.5384, -0.6983], [1.6458, 0.7184, -0.6045], [0.8006, 1.5818, 0.2443], [-0.2825, 1.3063, 0.8523], [1.6922, -2.2055, 1.1596], [2.7311, -0.9547, -1.3847], [2.3205, 1.3481, -1.2465]]
}

---

{
  "formula": "C12H16N2O3",
  "method": "ωB97M-V/def2-TZVPD",
  "lumo_ev": 0.5,
  "smiles": "C[C@H](N)C(=O)N[C@@H](Cc1ccccc1)C(=O)O",
  "max_force_ev_per_a": 1.7,
  "homo_lumo_gap_ev": 9.72,
  "species": ["C", "C", "N", "C", "O", "N", "C", "C", "C", "C", "C", "C", "C", "C", "C", "O", "O", "H", "H", "H", "H", "H", "H", "H", "H", "H", "H", "H", "H", "H", "H", "H", "H"],
  "positions_angstrom": [[-3.9455, -1.5279, -0.1134], [-2.5529, -1.1198, -0.6010], [-1.4837, -2.0838, -0.4154], [-2.1937, 0.2492, -0.0459], [-3.0551, 1.1153, 0.0996], [-0.8642, 0.4483, 0.1141], [-0.3248, 1.6035, 0.7387], [1.0654, 1.3575, 1.3631], [1.9998, 0.4488, 0.6044], [2.8620, 0.9732, -0.3493], [3.7247, 0.1622, -1.0662], [3.8470, -1.1843, -0.7451], [2.9484, -1.7426, 0.1970], [2.0255, -0.9484, 0.8573], [-0.2454, 2.7850, -0.2487], [0.7744, 3.3881, -0.5093], [-1.4216, 3.1611, -0.8065], [-4.2322, -2.4672, -0.6269], [-3.8670, -1.6923, 0.9607], [-4.6965, -0.7179, -0.2531], [-2.6228, -0.9745, -1.6612], [-1.4340, -2.7516, -1.2081], [-1.6523, -2.5916, 0.4361], [-0.2933, -0.3111, -0.1835], [-1.0415, 1.9510, 1.5350], [0.9342, 0.9696, 2.4095], [1.5097, 2.3512, 1.5283], [2.8676, 2.0397, -0.5589], [4.4567, 0.6459, -1.7626], [4.6007, -1.8546, -1.1906], [3.0828, -2.7948, 0.4384], [1.3330, -1.3876, 1.5964], [-2.1057, 2.5004, -0.5330]]
}

---

{
  "formula": "C4H6O2",
  "method": "ωB97M-V/def2-TZVPD",
  "lumo_ev": 1.1,
  "max_force_ev_per_a": 1.5,
  "homo_lumo_gap_ev": 11.01,
  "species": ["O", "C", "O", "C", "C", "C", "H", "H", "H", "H", "H", "H"],
  "positions_angstrom": [[-0.6698, -1.0253, 2.9376], [-1.4887, -0.3787, 2.4938], [-1.1847, -0.7759, -0.0204], [0.1743, -0.5110, -0.2354], [0.6870, 0.8972, -0.2296], [0.5111, 0.1502, -1.5299], [-1.5753, -0.0803, 0.5272], [0.8362, -1.2892, 0.1450], [-0.0149, 1.6946, 0.0032], [1.6982, 1.0782, 0.1277], [-0.3585, 0.4043, -2.1287], [1.3852, -0.1640, -2.0905]]
}